Density functional theory data (ωB97M-V/def2-TZVPD) for a molecular structure, C30H43Cl5EuP2.

Energy above the lowest of the compared OMol25 structures with the same formula, charge and spin (kcal/mol): 0.0
Net charge: +1
Spin multiplicity: 7
HOMO-LUMO gap (alpha / beta) (eV): 6.919 / 7.262
Electronic energy (Eh): -4862.3549
LUMO energy (alpha / beta) (eV): -3.75 / -3.41

CARTESIAN COORDINATES (ANGSTROEM)
Eu 0.211 -0.456 1.811
C -0.509 -2.576 2.612
C 0.922 -2.724 2.174
C 0.829 -1.055 3.955
C -0.565 -1.538 3.692
C 1.760 -1.802 3.031
C -1.619 -3.356 2.140
H -1.407 -3.842 1.180
H -2.546 -2.767 2.026
H -1.832 -4.158 2.869
C -1.741 -1.079 4.362
H -2.664 -1.286 3.805
H -1.707 0.007 4.546
H -1.821 -1.575 5.344
C 1.204 -0.070 4.920
H 1.250 -0.527 5.925
H 0.462 0.750 4.976
H 2.179 0.389 4.718
C 3.186 -1.724 3.028
H 3.573 -2.368 3.838
H 3.568 -0.707 3.213
H 3.624 -2.088 2.089
C 1.429 -3.680 1.236
H 1.808 -4.564 1.782
H 2.265 -3.290 0.629
H 0.656 -4.034 0.541
C -1.880 0.423 -5.400
C -1.770 -0.901 -5.468
C -0.782 -1.754 -6.210
C 0.526 -1.068 -6.669
C 1.322 -0.489 -5.538
C 1.194 0.695 -4.943
C 0.240 1.818 -5.220
C -1.026 1.476 -6.040
H -1.272 -2.211 -7.086
H 0.304 -0.320 -7.439
H -0.514 -2.601 -5.555
H -0.745 1.208 -7.065
H -2.697 0.820 -4.768
H -2.518 -1.490 -4.911
H -1.619 2.410 -6.127
H -0.081 2.232 -4.247
H 1.896 0.913 -4.122
H 0.776 2.643 -5.720
H 1.139 -1.843 -7.174
H 2.104 -1.162 -5.139
P -0.871 -0.511 -0.315
P 1.883 0.820 0.663
C 0.009 0.695 -1.395
C 0.900 1.670 -0.628
H -0.755 1.206 -1.988
H 0.618 0.091 -2.081
H 1.602 2.201 -1.274
H 0.271 2.422 -0.093
C 2.616 2.069 1.655
H 3.315 1.659 2.405
H 1.865 2.682 2.176
H 3.157 2.698 0.942
C 3.186 -0.002 -0.210
H 3.601 0.698 -0.941
H 2.846 -0.915 -0.729
H 3.980 -0.297 0.496
C -2.547 0.041 -0.188
H -3.167 -0.582 0.484
H -2.933 -0.003 -1.210
H -2.595 1.086 0.159
C -0.919 -2.000 -1.267
H 0.065 -2.495 -1.321
H -1.245 -1.733 -2.279
H -1.639 -2.713 -0.838
Cl -1.205 1.452 6.230
C -1.323 2.362 4.639
C -1.079 2.042 3.231
C -1.527 3.066 2.370
Cl -1.694 3.116 0.594
C -2.050 4.353 2.752
Cl -2.569 5.618 1.740
C -2.188 4.668 4.156
Cl -2.777 6.143 4.657
C -1.826 3.606 5.100
Cl -2.118 4.113 6.710